Molecular formula: C101H200N21O21
Method: DFT, ωB97M-V/def2-TZVPD

XYZ file:
```
343
Properties=species:S:1:pos:R:3
O -3.55042 -7.39106 -4.01300
O -1.79201 6.41438 -6.49534
O 0.93532 3.16803 -5.91094
O -4.72222 2.14520 -0.81150
O -2.55161 4.48887 4.02054
O 6.42071 0.35417 -1.38009
O -2.73043 8.29431 -6.63676
O -0.05737 7.73468 -1.65584
O 7.98246 -1.07550 1.52911
O -5.03193 1.60276 -2.86029
O -0.13167 1.46616 -5.05703
O -0.51487 -4.72676 -1.45071
O 5.36425 -6.78861 1.07454
O 5.23140 -8.62082 -0.24469
O -0.60445 -1.18479 3.75542
O 3.40387 4.39063 -2.77392
O 1.40180 -1.21467 4.78787
O -2.37747 2.32716 4.26127
O 4.75405 -1.00713 -0.94839
O -0.17803 5.74853 -0.94223
O 0.71630 -6.63539 -1.50158
N -2.95133 -0.52021 6.37161
N -3.70203 2.27943 -8.93570
N -1.25469 -0.63895 7.79641
N -3.39891 8.94166 6.29322
N 7.07558 -0.16068 -5.00922
N 3.93408 -5.55070 4.33085
N 9.15232 -1.11774 -4.99399
N 3.15172 -5.01511 -5.24994
N 2.47153 2.67519 5.11742
N -3.43131 -1.26585 -4.70270
N 0.05359 0.63601 0.09406
N -1.53122 -7.86716 -2.77461
N -1.23344 2.41641 0.37021
N -2.92228 -4.36921 1.81845
N 7.05707 -2.62832 -0.00103
N -1.94994 7.67753 4.99595
N -3.10756 3.14796 -6.92666
N -6.50595 3.77377 2.38021
N 1.92795 -6.04007 -6.90121
N 2.07236 6.44693 -3.04286
N -5.67007 5.45785 1.22964
C -2.20789 -1.96509 -2.68335
C -2.15318 3.29966 1.03306
C -3.04650 -5.66037 0.91246
C -5.54960 4.75621 2.38559
C 6.52942 -3.80262 0.89450
C -1.60690 -5.99420 -4.54880
C -1.43538 -4.54588 2.29297
C -3.76455 -0.56446 0.90142
C -3.65130 3.58115 5.92537
C -0.45070 0.55124 9.85073
C 10.26657 -1.99712 -4.63986
C -1.18756 -2.08682 -3.87841
C -1.99881 2.69685 -7.56224
C -3.94522 -0.06616 -5.47022
C -0.51341 6.89738 -0.85530
C 3.27150 5.78329 -0.88012
C -4.87752 0.29764 -9.74754
C -5.78261 -2.51963 -4.94035
C -1.97745 -1.55004 -5.12182
C 7.90228 -1.04014 -4.38039
C 9.53914 -2.08400 -0.09022
C -3.09578 3.40316 -5.45754
C -0.83774 2.39267 -0.97659
C -0.16040 -2.89991 5.40907
C 3.67537 2.24659 4.31704
C 2.82402 -4.93738 -6.55117
C -2.31612 2.38778 -8.85561
C -7.33844 3.94346 1.27598
C 3.43178 2.70877 2.89840
C -3.87720 -4.42639 3.13000
C 0.51014 -5.42219 -1.13038
C 2.48691 -6.13068 -4.77944
C -1.70997 0.00456 6.66405
C -5.78624 1.46758 2.81072
C -2.99915 7.15230 -4.63868
C -3.13165 7.70872 6.91100
C -2.59778 7.20216 -6.05372
C -4.81993 2.48713 -1.97317
C 4.81032 -6.48487 -1.24346
C 2.44155 -6.32367 6.15220
C 1.56647 -4.71468 -0.34622
C 9.13891 -0.18696 -6.00103
C 1.52310 4.88879 6.29099
C -2.33584 6.93703 6.11308
C 5.25986 0.11856 -1.06208
C 3.25584 -5.12153 5.65891
C 2.16399 -7.13047 4.86423
C -0.13063 -0.29928 8.63316
C 0.93204 -0.48878 0.37283
C 3.43139 -6.94889 4.00408
C -2.67829 8.93940 5.15191
C -4.37139 3.90731 -2.46537
C -4.26391 -2.52207 -5.12537
C 4.85481 -0.15472 -6.03516
C -3.80513 -0.25464 5.18359
C -0.75186 1.33926 0.97807
C 2.93354 5.40929 -2.25580
C 5.12129 -7.36807 -0.07182
C 3.60107 -2.22697 2.22357
C 2.88596 -3.03791 -3.81391
C -4.19178 2.81654 -7.76192
C 1.62021 6.34733 6.18949
C 2.12957 1.76789 -4.32837
C 8.20535 -1.83828 0.57785
C 1.38213 2.40759 4.12166
C -2.35124 -7.08757 -3.81956
C 0.20769 -1.65236 4.59794
C 0.07114 1.39809 -1.12941
C 1.09931 5.74086 -4.03389
C -2.18313 -6.77402 1.51346
C 0.84953 2.21121 -5.14189
C 3.43053 -4.56438 3.24364
C -3.19913 -1.80386 1.65843
C -2.18104 -1.54429 8.21542
C -3.39078 -3.15215 0.91116
C 1.94197 2.89518 2.78829
C 5.67171 0.13853 -4.76923
C 5.45347 -5.59783 4.32460
C -4.43721 1.77220 -10.02736
C -3.33185 -1.12913 -3.09995
C 2.30418 1.99390 6.50479
C 4.38750 1.27377 -0.66711
C -2.77909 3.39759 4.64982
C -2.45978 -8.52038 -1.70864
C -1.08943 -6.07944 2.32194
C 1.42412 -6.27922 -8.29651
C -6.67668 -2.26826 -6.15183
C -6.61318 2.67789 3.33054
C 1.76358 -6.79021 -5.73512
C -1.48070 7.26494 0.24334
C 4.08351 -3.17434 3.33395
C 2.63253 4.27239 5.38366
C 3.90407 -3.95578 -4.48447
C -1.09411 7.33515 3.86850
C -4.88446 6.60246 0.80655
C 7.88074 0.40101 -6.05753
C -3.18872 -1.55935 7.28319
C -6.81469 5.03791 0.53764
C 1.29025 -1.39250 -0.90165
C -4.23285 10.01077 6.82993
C -5.13217 9.53468 8.04336
H -6.44169 -1.31150 -6.61817
H 3.46824 6.85477 -0.91650
H -4.72212 4.67275 -1.77314
H -3.83102 1.72602 -10.93207
H 0.54464 4.53389 5.96733
H 2.08475 -3.58017 -3.31182
H -0.33855 8.09494 3.66862
H 1.56781 -6.07600 6.75498
H -2.17703 -5.10737 -4.27206
H 1.55433 -5.34694 -8.84607
H -3.79518 -5.45332 3.48607
H -1.65322 3.71808 1.90660
H -1.99605 -2.15453 9.08707
H 3.58425 4.39303 5.90114
H -1.97291 5.93520 6.28923
H -4.66196 4.83687 2.99549
H -3.81867 4.63473 6.14909
H 7.41282 1.10330 -6.73151
H -5.23450 2.68582 -7.51287
H -7.69060 2.51382 3.34901
H 3.85085 3.68735 2.66421
H -1.56722 -5.99971 -5.63807
H -2.11280 3.36418 -4.98815
H -0.95690 1.06894 2.00339
H -3.99681 -2.57114 -6.18100
H -1.07485 2.75488 -7.00607
H 1.32080 2.21418 6.92016
H -1.24196 -4.05730 3.24795
H 1.93050 -2.21185 -0.57479
H 0.27582 -1.27869 8.88545
H 4.12697 -7.01705 -1.90521
H 0.33679 6.49651 -4.22271
H -0.83278 -7.30438 -2.31032
H 5.74618 -6.07503 3.38935
H 6.82899 -3.77221 1.94209
H 10.43813 -2.72896 -5.42922
H -0.31731 6.65279 4.21356
H -4.81528 -0.77264 0.69963
H 4.54340 -3.42371 -5.18892
H -0.84029 1.54388 9.62495
H -0.35340 -1.38679 -3.83120
H 0.65561 0.98302 -1.93719
H 2.30181 -4.33737 -1.05686
H -0.01262 -2.73523 6.47638
H -3.81141 -1.88082 2.55692
H -4.12012 -5.79033 0.77627
H -4.43396 -1.11910 4.97055
H 1.57282 5.48239 -4.98104
H 4.14881 -7.73098 4.25254
H -4.34188 7.02042 1.65449
H 1.50336 2.30277 1.98530
H 4.92090 2.19855 -0.44722
H -3.93364 6.59648 -4.56184
H -1.00197 -4.06253 1.41740
H 3.68872 -5.01532 2.28548
H -3.63592 0.41410 1.36402
H 10.31148 -1.65387 0.54743
H -2.94323 2.68745 1.46792
H -2.75172 -3.15903 0.02818
H -4.69923 1.54136 2.84326
H 5.15321 -3.21449 3.12845
H 1.45809 6.92839 -2.40180
H -6.19908 2.97316 4.29462
H -1.27136 0.83772 6.13503
H 2.34913 -4.44020 3.30067
H 2.03383 -6.98196 -8.86440
H -2.52057 -2.97761 -2.42812
H -7.11925 5.59159 -0.33819
H -4.42564 0.60511 5.43638
H 7.05227 -4.67188 0.49561
H 4.00853 -4.77766 6.36835
H 3.22999 -7.11115 2.94521
H -6.40594 -2.92300 -6.98015
H -4.92398 0.14989 -5.04191
H 1.24832 -6.83246 4.35350
H 2.58799 -4.26553 5.56226
H 2.68805 7.16091 -3.40517
H -6.15179 -1.92185 -4.10700
H 1.62869 3.91061 2.54570
H 3.09711 2.16542 -4.63488
H -5.59205 7.34176 0.43126
H 1.12936 1.34774 4.15214
H -1.64029 -7.34228 0.75814
H 3.41793 -2.30972 -3.20165
H -1.56490 6.99168 2.94737
H 0.61139 0.21208 8.01995
H -0.61856 -5.75306 -4.15749
H 1.48324 6.73485 5.17996
H -1.21615 -3.14806 5.29992
H -3.65408 7.40928 7.80755
H -4.47017 -3.25598 0.80054
H 4.62054 2.50624 4.79386
H -2.28912 7.90576 -0.10867
H -1.52038 -0.60473 -5.41437
H -2.72242 9.71352 4.40011
H -2.60443 -5.38963 -0.04639
H -3.06972 3.21880 6.77306
H 2.67733 -6.38710 -3.74774
H 5.08891 -1.09662 -6.53127
H -4.82741 10.33034 5.97408
H 4.25821 -5.60934 -0.90182
H -3.11914 -0.13028 -2.71897
H -3.22191 0.70122 -5.19444
H 0.39723 -1.85320 -1.32397
H -1.65839 -1.62806 -1.80439
H -1.98478 6.49828 0.83176
H -4.59628 9.12055 8.89742
H -3.54386 4.37771 -5.26368
H 4.11759 5.30660 -0.38515
H -3.92046 -3.46247 -4.69433
H -3.56127 -3.74340 3.91856
H 9.97852 -2.57693 -3.76296
H 3.93563 -2.85278 4.36488
H 1.90998 -0.14585 0.71066
H -2.69036 -7.50090 2.14786
H 3.41821 -2.78625 1.30603
H -4.88936 -4.12682 2.85818
H -3.29234 3.89924 -2.61926
H 3.86228 1.51236 -1.59194
H -6.07036 -3.48142 -4.51579
H -4.00802 -0.18057 -6.55238
H 3.18615 2.34065 7.04329
H 6.35324 -1.92557 -0.17671
H 3.05417 -6.84635 6.88678
H -5.72306 10.31828 8.51762
H -4.15678 6.34568 0.03671
H 5.33286 -0.56601 -4.00970
H -2.86379 -7.71193 -1.09931
H -5.66040 -0.09027 -10.39925
H 0.46963 2.94046 4.38904
H -3.24876 -0.50869 -0.05720
H 2.01243 2.02918 -3.27665
H 7.58467 -1.57468 -3.49733
H 3.60894 1.15878 4.33607
H 5.49634 -3.94926 0.57930
H 3.63118 1.08674 0.09520
H 5.03732 0.58918 -6.81065
H 0.63571 -1.02640 1.27353
H 3.78328 -0.23436 -5.85192
H 2.20161 0.68045 -4.30890
H 0.55532 4.87646 -3.65314
H -4.26739 -1.45321 -2.64407
H 2.65685 6.60110 6.41102
H 9.49488 -1.45518 -0.97945
H -2.18111 6.76338 -4.03234
H -1.91826 -2.23486 -5.96776
H -7.75617 -2.25748 -6.00115
H -3.16635 -9.16976 -2.22552
H 2.14685 -8.16803 5.19782
H 4.34645 -1.46864 1.98389
H 1.16130 -3.91525 0.27415
H 2.61429 -1.88592 2.53669
H 1.93454 -5.40557 0.41226
H 1.85322 -0.97556 -1.73672
H -3.14129 0.00823 4.36000
H -4.84387 4.12613 -3.42297
H -6.03325 0.49840 3.24405
H 0.95602 6.95947 6.79960
H 5.76828 -6.21840 -1.69001
H -2.57959 4.01656 0.33140
H 10.00311 0.03462 -6.60968
H -1.03481 -8.54809 -3.33141
H -4.10649 -2.12751 7.24733
H 3.04572 -4.25948 -7.36216
H 2.30406 0.91392 6.35726
H -4.03793 -0.38030 -9.90107
H -3.84587 2.77232 -4.98056
H 1.14184 -7.66163 -5.59208
H -5.85061 8.87020 7.56336
H 4.51833 -4.53163 -3.79224
H -1.74787 -9.05681 -1.08132
H -5.23192 0.10037 -8.73582
H -5.98815 1.32314 1.74936
H -1.69992 2.06396 -9.68134
H 1.78361 4.57800 7.30274
H 3.74381 1.94637 2.18462
H -1.25566 0.08134 10.41582
H -5.22491 2.49978 -10.22292
H -0.94539 7.93137 0.91965
H -0.98510 -6.48787 3.32713
H 0.34755 -6.43905 -8.35607
H 0.41705 -3.79164 5.16521
H -8.23423 3.34888 1.17381
H -0.79449 -3.09442 -4.01381
H 5.89487 -4.63020 4.56327
H 2.46124 5.60824 -0.17234
H 0.41802 0.61951 10.50554
H -3.55564 10.84358 7.01941
H -2.14848 -1.64773 1.90308
H 5.50675 1.04498 -4.18678
H 9.71372 -3.12543 -0.36046
H -0.14696 -6.29680 1.81934
H 7.09734 -2.98451 -0.94528
H -4.56841 2.99231 5.94214
H 5.73210 -6.09035 5.25621
H 11.14186 -1.35625 -4.53377
H 2.73190 4.72455 4.39686
H -3.23793 8.12630 -4.21160
H -1.15523 3.17434 -1.65082
H 2.36305 -2.40691 -4.53260
```

The value obtained for the LUMO energy is -8.2 eV. The value obtained for the calculated total energy is -6696.3690 hartree. The value obtained for the highest occupied orbital energy is -10.66 eV. Its spin multiplicity is 1. The charge is +5. Its frontier orbital gap is 0.0914 Eh.

Atomic partial charges in e from the Mulliken method, atoms 1 to 99:
1. O -0.499
2. O -0.643
3. O -0.759
4. O -0.422
5. O -0.365
6. O -0.797
7. O -0.775
8. O -0.904
9. O -0.470
10. O -0.788
11. O -0.296
12. O 0.089
13. O -0.581
14. O -0.743
15. O -0.043
16. O -0.483
17. O -0.669
18. O 0.046
19. O -0.758
20. O -0.363
21. O -1.237
22. N 0.441
23. N 0.323
24. N 0.767
25. N 0.243
26. N 0.427
27. N 0.552
28. N 0.172
29. N 0.361
30. N 0.457
31. N 1.137
32. N 1.723
33. N 0.439
34. N 1.120
35. N 0.401
36. N 0.986
37. N 0.367
38. N 0.670
39. N 0.285
40. N 0.119
41. N 0.117
42. N 0.353
43. C 1.274
44. C 0.656
45. C -0.180
46. C -0.142
47. C -0.500
48. C 0.103
49. C 1.014
50. C 0.467
51. C -1.811
52. C -1.298
53. C -0.811
54. C 0.780
55. C -0.316
56. C -1.045
57. C 0.477
58. C -1.126
59. C -0.609
60. C -0.979
61. C -0.788
62. C -0.166
63. C -1.200
64. C -1.012
65. C -1.181
66. C -1.293
67. C -0.917
68. C -0.171
69. C -0.671
70. C -0.413
71. C 0.233
72. C -0.730
73. C -0.079
74. C -0.062
75. C -1.014
76. C -0.250
77. C -0.262
78. C -0.562
79. C 0.393
80. C 0.395
81. C 0.117
82. C -0.718
83. C 0.578
84. C -0.629
85. C 0.590
86. C -0.699
87. C 0.634
88. C -0.012
89. C -0.156
90. C -0.467
91. C 0.480
92. C -0.293
93. C -0.451
94. C -0.184
95. C -0.045
96. C -1.175
97. C -0.696
98. C -1.345
99. C 0.753